Entry 1:
Entry from the Open Molecules 2025 dataset: a single C3H3Cl2F molecule in a non-equilibrium geometry (ωB97M-V/def2-TZVPD).

```
! RIJCOSX wB97M-V def2-TZVPD def2/J DEFGRID3
* xyz 0 1
F 0.2596 -1.7771 -1.4704
C 0.9403 -0.7990 -0.7365
C 0.9731 -0.8814 0.7027
C 0.0161 0.0374 0.0581
Cl -1.5744 -0.1737 0.6121
Cl 0.5274 1.8631 0.0727
H 1.8777 -0.2046 -1.1671
H 0.1456 -1.6242 1.0663
H 1.8619 -1.0394 1.5459
*
```

Gap between HOMO and LUMO = 11.286 eV
SMILES = F[C@@H]1CC1(Cl)Cl
LUMO energy = 0.75 eV
HOMO energy = -10.5 eV

Mulliken atomic charge list, values in e, 5 entries:
1. F -0.28
2. C 0.08
3. C -0.61
4. C 0.41
5. Cl -0.15

Entry 2:
Entry from the Open Molecules 2025 dataset: 2 unconnected molecules or ions with the total composition C2H7NO2S2 in a non-equilibrium geometry (ωB97M-V/def2-TZVPD).

```
! RIJCOSX wB97M-V def2-TZVPD def2/J DEFGRID3
* xyz 0 1
C 0.7399 0.2963 -1.6761
C -0.3813 0.6200 0.5911
N 0.6593 0.4669 1.5609
O -2.5794 -0.0738 -0.7443
O -1.7898 -1.3407 1.2219
S 2.2673 0.3939 -0.8822
S -1.3699 -0.7001 -0.3217
H 0.6949 1.2010 -2.2230
H 0.5690 -0.5800 -2.3018
H -0.5393 1.7308 0.3487
H 0.5768 -0.3938 2.0857
H 1.5709 0.9097 1.2771
H -2.5505 -1.9231 1.1917
H 2.1323 -0.6073 -0.1280
*
```

Gap between HOMO and LUMO (spin up / spin down) = 7.479 / 7.799 eV
LUMO energy (spin up / spin down) = -0.26 / -0.10 eV
HOMO energy (spin up / spin down) = -7.7 / -7.9 eV

Mulliken atomic charge list, values in e, 5 entries:
1. C -0.73
2. C -0.16
3. N -0.39
4. O -0.54
5. O -0.56

Entry 3:
Entry from the Open Molecules 2025 dataset: a gas-phase ion, C2H2N3S2 (charge -1) in a non-equilibrium geometry (ωB97M-V/def2-TZVPD).

```
! RIJCOSX wB97M-V def2-TZVPD def2/J DEFGRID3
* xyz -1 1
S 0.5861 1.1880 -2.0750
C 0.0598 0.3994 -0.7350
C -1.1464 0.2527 0.0113
N -0.9241 -0.3893 1.2026
N 0.3466 -0.5385 1.3690
S 1.1743 -1.4557 2.5104
N 1.0134 -0.2874 0.1626
H -2.1813 0.5291 -0.4688
H 1.9682 0.1283 0.1179
*
```

Gap between HOMO and LUMO = 6.843 eV
SMILES = S=c1cnn([S-])[nH]1
LUMO energy = 3.58 eV
HOMO energy = -3.3 eV

Mulliken atomic charge list, values in e, 5 entries:
1. S -0.50
2. C 0.05
3. C -0.21
4. N -0.55
5. N 0.40

Entry 4:
Entry from the Open Molecules 2025 dataset: a molecular structure, C5H11N (ωB97M-V/def2-TZVPD).

```
! RIJCOSX wB97M-V def2-TZVPD def2/J DEFGRID3
* xyz 0 1
C 0.9031 -1.3332 -1.5295
C -0.1766 -0.9298 -0.5595
N 0.1936 -0.7627 0.7688
C 1.1345 0.2213 1.3055
C -0.3004 0.1363 1.6083
C -1.2993 1.5158 -0.0079
H 0.5616 -1.1459 -2.5532
H 1.8117 -0.7435 -1.3651
H 1.1666 -2.3962 -1.4556
H -0.7122 0.4171 -0.5062
H -1.1037 -1.5043 -0.6429
H 1.9139 -0.2054 1.9353
H 1.4529 1.0380 0.6463
H -1.0122 0.1277 2.4204
H -0.8038 2.3070 0.5611
H -2.2998 1.3506 0.4020
H -1.4299 1.9073 -1.0278
*
```

Gap between HOMO and LUMO = 8.333 eV
LUMO energy = 0.92 eV
HOMO energy = -7.4 eV

Mulliken atomic charge list, values in e, 5 entries:
1. C -1.13
2. C -0.17
3. N -0.03
4. C -0.26
5. C -0.49

Computed values of relative energy (zero: lowest compared OMol25 entry of this formula, charge and spin) (unit: eV) for the preceding records, in sequence: 2.336 5.572 1.111 5.652.